# 1
Entry from OMol25: C2H3AuF3O3S as an isolated structure at a distorted geometry (the ωB97M-V functional and the def2-TZVPD basis).

Each line ends with the Mulliken spin population.
Geometry (Å):
O: 1.065 1.483 0.871  1.067
Au: 2.253 1.271 -0.287  0.707
S: 0.099 -0.316 -0.560  0.000
O: -0.519 -1.355 -1.439  0.032
O: 1.209 0.313 -1.408  0.170
C: -1.408 0.824 -0.381  0.016
F: -2.469 0.316 -0.984  0.005
F: -1.701 0.976 0.902  0.001
F: -1.127 1.986 -0.949  0.000
C: 0.568 -1.233 0.892  0.002
H: 0.702 -2.271 0.567  0.002
H: 1.588 -0.851 1.169  -0.002
H: -0.260 -1.142 1.606  -0.001

Its charge is +1. As for the spin multiplicity: 3. Its expectation value of S² is 2.01. For the HOMO energy (spin up / spin down), the calculation gives -14.77 / -15.74 eV. The strongest force on any atom is 0.2760 hartree/bohr.

=====

# 2
Entry from OMol25: C2H3BaF3O3S as an isolated structure at a distorted geometry (the ωB97M-V functional and the def2-TZVPD basis).

Each line ends with the Löwdin charge.
Geometry (Å):
O: 1.205 -1.289 -0.252  -0.994
Ba: 1.282 -1.895 -2.519  1.710
S: -0.335 0.267 -0.371  0.724
O: -1.330 1.410 -0.379  -0.428
O: -0.128 0.059 -1.898  -0.716
C: 1.030 1.265 0.535  -0.693
F: 0.640 2.495 0.834  0.136
F: 1.351 0.665 1.676  0.125
F: 2.092 1.368 -0.256  0.117
C: -1.303 -0.930 0.555  -0.168
H: -2.355 -0.660 0.420  0.062
H: -1.162 -1.912 0.053  0.049
H: -0.987 -0.843 1.602  0.076

The energy relative to the best compared isomer or geometry (same formula, charge and spin) comes out at 0.0 kcal/mol. For the HOMO energy, the calculation gives -7.55 eV. The strongest force on any atom is 0.0652 hartree/bohr.

=====

# 3
Entry from OMol25: C2H3BiO2 as an isolated structure at a distorted geometry (the ωB97M-V functional and the def2-TZVPD basis).

Each line ends with the Löwdin charge.
Geometry (Å):
C: -4.657 0.523 -1.208  -0.098
O: -5.756 0.225 -1.594  0.132
H: -3.730 0.480 -1.863  0.077
H: -4.262 0.251 -0.178  0.100
C: -1.241 -0.140 -0.708  -0.257
O: -1.592 -1.266 -0.261  -0.227
Bi: 0.334 -1.497 -1.013  2.143
H: -1.791 0.739 -0.298  0.129

Its charge is +2. The energy relative to the best compared isomer or geometry (same formula, charge and spin) comes out at 38.8 kcal/mol. For the HOMO energy (spin up / spin down), the calculation gives -17.00 / -17.00 eV. The strongest force on any atom is 0.0692 hartree/bohr.

=====

# 4
Entry from OMol25: C2H3Br2N as an isolated structure at a distorted geometry (the ωB97M-V functional and the def2-TZVPD basis).

Each line ends with the Löwdin charge.
Geometry (Å):
C: 0.140 1.502 1.576  -1.038
C: -0.476 -1.025 -0.868  -0.335
N: -0.127 -1.201 0.398  0.082
Br: 0.468 2.533 -0.020  0.454
Br: 1.760 0.987 2.295  0.544
H: -1.217 -0.194 -0.617  0.137
H: -1.004 -1.878 -1.304  0.060
H: 0.456 -0.725 -1.460  0.096

The energy relative to the best compared isomer or geometry (same formula, charge and spin) comes out at 171.7 kcal/mol. For the HOMO energy, the calculation gives -8.60 eV. The strongest force on any atom is 0.0390 hartree/bohr.

=====

# 5
Entry from OMol25: C2H3Br2N as an isolated structure at a distorted geometry (the ωB97M-V functional and the def2-TZVPD basis).

Each line ends with the Löwdin charge.
Geometry (Å):
C: -0.219 0.780 1.017  -1.196
C: 0.165 -0.576 -1.042  -0.202
N: -0.047 0.572 -0.334  -0.110
Br: -0.039 2.512 1.771  0.646
Br: -0.601 -0.520 2.349  0.633
H: 0.223 -1.523 -0.535  0.061
H: 1.136 -0.490 -1.480  0.084
H: -0.617 -0.755 -1.747  0.084

The energy relative to the best compared isomer or geometry (same formula, charge and spin) comes out at 23.4 kcal/mol. For the HOMO energy, the calculation gives -9.77 eV. The strongest force on any atom is 0.1863 hartree/bohr.

=====

# 6
Entry from OMol25: a 2-piece molecular cluster, C2H3Br2N3 overall at a distorted geometry (the ωB97M-V functional and the def2-TZVPD basis).

Each line ends with the Löwdin charge.
Geometry (Å):
C: 0.721 -0.749 1.103  -0.250
C: -0.844 0.051 -0.219  -0.198
N: 1.025 0.408 0.728  -0.019
N: 0.126 0.934 -0.064  -0.091
N: -0.526 -1.052 0.568  -0.474
Br: 0.341 1.999 -2.759  0.305
Br: -1.569 -2.544 1.015  0.759
H: 1.284 1.960 -1.639  -0.227
H: 1.143 -1.134 2.010  0.117
H: -1.702 0.126 -0.743  0.078

The energy relative to the best compared isomer or geometry (same formula, charge and spin) comes out at 63.3 kcal/mol. The SMILES is Brn1cnnc1.Br. For the HOMO energy, the calculation gives -9.61 eV. The strongest force on any atom is 0.0855 hartree/bohr.